(1)
Below is 2 unconnected molecules or ions with the total composition C5H8N4 at a distorted geometry, with properties calculated with ωB97M-V/def2-TZVPD.

The calculation puts the calculated total energy at -414.10173 Ha. As for the relative energy (zero: lowest compared OMol25 entry of this formula, charge and spin): 6.270 eV. The calculation puts the gap between HOMO and LUMO (spin up / spin down) at 6.69 / 6.69 eV. The SMILES is CN(N)C#N.C=C=C=N.

ORCA input file:
```
! RIJCOSX wB97M-V def2-TZVPD def2/J DEFGRID3
* xyz 0 1
C 1.2836 -0.2764 -1.5292
N 1.2625 0.2411 -0.1778
C -1.3218 -0.9366 0.2649
C -1.5155 0.3655 0.4033
N 1.8412 -0.3828 0.9387
C -2.5477 1.1467 0.6874
N -0.9332 -2.0718 0.4346
C 0.7121 1.5224 -0.0326
N 0.9982 2.6498 0.1351
H 1.5916 -1.3432 1.1477
H 1.5272 0.1355 1.7651
H -0.7946 -2.8614 -0.1820
H 0.2925 -0.1609 -1.9816
H 1.9255 0.3731 -2.1291
H 1.6134 -1.3151 -1.5455
H -2.3677 2.1292 1.1085
H -3.5674 0.7846 0.6926
*
```

These are the Mulliken partial charges, in e, on atoms 1 to 6: -0.901 0.432 0.330 -0.034 -0.740 -0.640



(2)
Below is a molecular structure, C5H8N4O3 at a distorted geometry, with properties calculated with ωB97M-V/def2-TZVPD.

The calculation puts the calculated total energy at -639.83387 Ha. As for the relative energy (zero: lowest compared OMol25 entry of this formula, charge and spin): 5.882 eV. The calculation puts the gap between HOMO and LUMO at 9.07 eV.

ORCA input file:
```
! RIJCOSX wB97M-V def2-TZVPD def2/J DEFGRID3
* xyz 0 1
C -0.5909 1.1820 -1.1517
C -1.3945 0.4893 -0.3587
C -0.5002 -1.8193 0.2720
C 0.8100 0.6855 -1.0884
C 1.7499 1.0048 1.2376
N -0.1499 -0.5058 0.7577
N 1.0148 0.1000 0.2804
N 0.5862 -2.6724 0.2037
N -2.7714 0.6622 0.1132
O -3.5895 0.6516 -0.7953
O -1.6225 -2.0818 -0.0452
O -2.9976 0.7954 1.2833
H -1.0809 1.8582 -1.9133
H 1.1250 0.1814 -1.9158
H 1.4261 1.5946 -1.0426
H 2.8055 0.9878 1.0963
H 1.6737 2.0917 1.1175
H 1.4697 0.5479 2.1526
H 1.5351 -2.2346 0.0509
H 0.5012 -3.5185 -0.2541
*
```

These are the Mulliken partial charges, in e, on atoms 1 to 6: -0.386 0.179 0.544 -0.805 -0.952 -0.281



(3)
Below is a single C5H8N4O4S molecule at a distorted geometry, with properties calculated with ωB97M-V/def2-TZVPD.

The calculation puts the calculated total energy at -1113.35766 Ha. As for the relative energy (zero: lowest compared OMol25 entry of this formula, charge and spin): 1.094 eV. The calculation puts the gap between HOMO and LUMO at 10.27 eV. The SMILES is COC(=O)O[S@@](C)(=O)=Nn1cnnc1.

ORCA input file:
```
! RIJCOSX wB97M-V def2-TZVPD def2/J DEFGRID3
* xyz 0 1
C -3.0494 -0.1887 1.0695
C -2.8836 0.8893 -0.7460
C 1.0277 -0.9147 0.6541
C 0.2627 -2.4819 -0.9620
C 1.3128 2.2203 0.9296
N -4.0285 -0.5737 0.3140
N -3.8976 0.0678 -0.9259
N -2.2982 0.7444 0.4516
N -1.1274 1.2530 0.8986
O 1.2394 -0.5281 1.7454
O 0.9220 -0.0167 -0.3506
O -0.1429 1.8570 -1.3912
O 0.9263 -2.1466 0.3246
S 0.0466 1.4175 -0.0499
H -2.7711 -0.5050 2.0364
H -2.5540 1.6782 -1.5279
H 0.6825 -3.3643 -1.2613
H 0.5483 -1.7032 -1.6396
H -0.8453 -2.5887 -0.6117
H 1.5142 3.2544 0.7264
H 0.9125 2.2207 1.9338
H 2.2408 1.6949 0.7968
*
```

These are the Mulliken partial charges, in e, on atoms 1 to 6: -0.033 0.118 0.887 -0.587 -0.992 -0.479



(4)
Below is a molecular structure, C5H8N4OS at a distorted geometry, with properties calculated with ωB97M-V/def2-TZVPD.

The calculation puts the calculated total energy at -887.75440 Ha. As for the relative energy (zero: lowest compared OMol25 entry of this formula, charge and spin): 1.349 eV. The calculation puts the gap between HOMO and LUMO at 9.17 eV.

ORCA input file:
```
! RIJCOSX wB97M-V def2-TZVPD def2/J DEFGRID3
* xyz 0 1
C 0.8803 -1.1776 -0.6641
C -2.5745 -0.2398 -0.1575
C -0.8188 -1.3536 1.0415
C -0.3598 0.5171 0.4674
C 1.3199 1.2927 -1.1540
N 0.1447 -1.9411 0.2452
N -2.2146 -1.3168 0.6640
N -1.5836 0.7615 -0.1244
N 0.6805 0.1417 -0.4119
O 1.6301 -1.6282 -1.4602
S -3.9205 0.0457 -1.0042
H -0.8166 -1.6941 2.1552
H -0.0144 1.2893 1.2461
H 0.5623 1.4634 -1.9520
H 1.4827 2.0051 -0.3432
H 2.3113 0.9339 -1.5870
H 0.4569 -2.9031 0.4103
H -2.7504 -2.2600 0.5071
H -1.6418 1.5572 -0.7202
*
```

These are the Mulliken partial charges, in e, on atoms 1 to 6: 0.406 0.040 -0.215 -0.387 -0.942 -0.158



(5)
Below is a gas-phase ion, C5H8N5 (charge +1) at a distorted geometry, with properties calculated with ωB97M-V/def2-TZVPD.

The calculation puts the calculated total energy at -468.79447 Ha. As for the relative energy (zero: lowest compared OMol25 entry of this formula, charge and spin): 1.130 eV. The calculation puts the gap between HOMO and LUMO at 9.11 eV. The SMILES is Nc1c[nH]c2n1cc[n+]2N.

ORCA input file:
```
! RIJCOSX wB97M-V def2-TZVPD def2/J DEFGRID3
* xyz 1 1
C 1.6753 0.6844 1.2873
C 0.6739 1.4609 0.7492
C 0.4683 -0.6161 0.0321
C -1.3112 0.6132 -0.6752
C -1.6413 -0.6469 -1.0363
N -0.0988 0.6001 -0.0026
N 1.4970 -0.6188 0.8629
N -0.7995 -1.6228 -0.5830
N 0.3602 2.7665 0.9420
N -0.5361 -2.8107 -1.1172
H 2.4829 0.9638 1.9290
H -1.8645 1.5158 -0.8359
H -2.5149 -0.9310 -1.5954
H 2.1149 -1.3883 1.0702
H 1.0555 3.3328 1.4001
H -0.1862 3.2373 0.2394
H -0.7610 -3.6136 -0.5485
H -0.6145 -2.9266 -2.1183
*
```

These are the Mulliken partial charges, in e, on atoms 1 to 6: -0.632 0.546 -0.215 -0.149 -0.482 0.255



(6)
Below is 2 unconnected molecules or ions with the total composition C5H8NO at a distorted geometry, with properties calculated with ωB97M-V/def2-TZVPD.

The calculation puts the calculated total energy at -324.90896 Ha. As for the relative energy (zero: lowest compared OMol25 entry of this formula, charge and spin): 3.538 eV. The calculation puts the gap between HOMO and LUMO at 10.83 eV.

ORCA input file:
```
! RIJCOSX wB97M-V def2-TZVPD def2/J DEFGRID3
* xyz 1 1
C 0.3661 -1.0026 -3.0033
C -0.4640 2.1784 0.5136
C 0.9320 0.0288 -2.8552
C -0.0285 -0.2280 0.8767
C -0.2499 -0.9223 2.2259
N -0.4660 0.9784 0.7170
O 0.1973 -1.0137 -0.1271
H 0.3601 -2.0201 -3.2576
H 0.2073 -0.8068 -1.1206
H -1.4670 2.5699 0.5680
H 0.5378 2.6141 0.3397
H 0.9481 1.0482 -2.6131
H 0.2529 -0.3710 3.1189
H -1.2715 -1.1407 2.4947
H 0.1451 -1.9126 2.1224
*
```

These are the Mulliken partial charges, in e, on atoms 1 to 6: -0.500 -0.280 -0.334 0.743 -1.067 -0.003



(7)
Below is a molecular structure, C5H8NO at a distorted geometry, with properties calculated with ωB97M-V/def2-TZVPD.

The calculation puts the calculated total energy at -324.88530 Ha. As for the relative energy (zero: lowest compared OMol25 entry of this formula, charge and spin): 4.181 eV. The calculation puts the gap between HOMO and LUMO at 8.85 eV.

ORCA input file:
```
! RIJCOSX wB97M-V def2-TZVPD def2/J DEFGRID3
* xyz 1 1
C -0.2313 0.3946 0.4198
C 1.1923 0.2655 0.0773
C -1.0558 -0.4010 -0.3007
C 2.2958 1.2157 -0.1162
C -2.4610 -0.6575 0.0400
N 1.1138 -0.9740 -0.0171
O 1.2137 -2.1266 0.0544
H -0.5146 0.8880 1.3399
H -0.7461 -0.7974 -1.2604
H 2.1248 2.0980 0.4989
H 2.3292 1.5441 -1.1568
H 3.2526 0.7634 0.1356
H -3.1041 -0.1668 -0.6956
H -2.7266 -0.3239 1.0385
H -2.6827 -1.7222 -0.0575
*
```

These are the Mulliken partial charges, in e, on atoms 1 to 6: -0.205 0.646 0.051 -1.065 -1.263 0.404



(8)
Below is 2 unconnected molecules or ions with the total composition C5H8NO2 at a distorted geometry, with properties calculated with ωB97M-V/def2-TZVPD.

The calculation puts the calculated total energy at -400.30706 Ha. As for the relative energy (zero: lowest compared OMol25 entry of this formula, charge and spin): 5.144 eV. The calculation puts the gap between HOMO and LUMO (spin up / spin down) at 8.42 / 4.21 eV. Its expectation value of S² is 1.29.

ORCA input file:
```
! RIJCOSX wB97M-V def2-TZVPD def2/J DEFGRID3
* xyz 0 2
O -4.3146 0.0223 -0.6307
C -3.1383 0.2702 -0.1679
O -2.7616 0.4916 0.9541
C 0.1427 0.0015 0.4909
C 1.3312 -0.6523 -0.1898
C 2.7069 -0.1312 -0.3317
C 3.1716 -0.5580 0.9452
N 3.1875 0.6238 -1.2241
H 0.4755 0.6427 1.3058
H -0.5760 -0.7469 0.7886
H 1.1970 -1.7291 -0.1675
H -0.3524 0.7049 -0.1928
H 3.6417 0.2602 1.4916
H 2.6462 -1.2181 1.6233
H 2.4483 1.0870 -1.7457
H -2.3822 0.2746 -0.9889
*
```

These are the Mulliken partial charges, in e, on atoms 1 to 6: -0.194 0.463 -0.442 -0.692 -0.522 0.748



(9)
Below is 2 unconnected molecules or ions with the total composition C5H8NO2 at a distorted geometry, with properties calculated with ωB97M-V/def2-TZVPD.

The calculation puts the calculated total energy at -400.29228 Ha. As for the relative energy (zero: lowest compared OMol25 entry of this formula, charge and spin): 0.000 eV. The calculation puts the gap between HOMO and LUMO at 8.94 eV.

ORCA input file:
```
! RIJCOSX wB97M-V def2-TZVPD def2/J DEFGRID3
* xyz 1 1
C 1.9587 -1.1371 -0.6536
C 3.0481 -0.2737 -0.1472
C 0.6569 -0.6638 -0.5565
C 2.6438 0.9213 0.4016
C 0.3879 0.5776 -0.0150
N -0.7435 1.2006 0.2014
O 1.4294 1.3728 0.4358
O -3.2509 -0.0407 -0.0387
H 2.1688 -2.2166 -0.8667
H 4.0857 -0.5901 -0.2024
H -0.1328 -1.3434 -0.6844
H 3.4531 1.5285 0.9755
H -0.7854 1.9612 0.9112
H -4.0728 0.0975 0.3944
H -1.7411 0.8225 -0.0669
H -3.5036 -0.4403 -0.8769
*
```

These are the Mulliken partial charges, in e, on atoms 1 to 6: -0.114 -0.409 -0.568 -0.079 0.784 -0.337



(10)
Below is a gas-phase ion, C5H8NO3 (charge +1) at a distorted geometry, with properties calculated with ωB97M-V/def2-TZVPD.

The calculation puts the calculated total energy at -475.42267 Ha. As for the relative energy (zero: lowest compared OMol25 entry of this formula, charge and spin): 2.147 eV. The calculation puts the gap between HOMO and LUMO at 9.14 eV. The SMILES is COC1=C(O)C(=O)[C@@H]1[NH3+].

ORCA input file:
```
! RIJCOSX wB97M-V def2-TZVPD def2/J DEFGRID3
* xyz 1 1
C 0.1212 -0.6679 -1.5746
C 0.4330 -0.5628 -0.2270
C -0.8422 0.4320 -1.5243
C -0.7192 0.6231 0.0339
C 0.7284 -1.3687 1.9447
N -0.2264 1.9989 0.2934
O -1.4614 1.1139 -2.2561
O 0.7198 -1.3963 -2.5103
O 1.1256 -1.2298 0.6379
H -1.6451 0.3953 0.5188
H -0.0950 -0.8152 2.3519
H 1.4220 -1.0839 2.7244
H 0.6962 -2.5424 2.0632
H -0.9779 2.5611 -0.0442
H 0.5393 2.1785 -0.4357
H 0.0973 1.8977 1.2902
H 0.0844 -1.5335 -3.2862
*
```

These are the Mulliken partial charges, in e, on atoms 1 to 6: -0.034 0.604 0.423 -0.644 -0.705 -0.227



(11)
Below is 2 unconnected molecules or ions with the total composition C5H8NO4S at a distorted geometry, with properties calculated with ωB97M-V/def2-TZVPD.

The calculation puts the calculated total energy at -949.21065 Ha. As for the relative energy (zero: lowest compared OMol25 entry of this formula, charge and spin): 1.778 eV. The calculation puts the gap between HOMO and LUMO (spin up / spin down) at 7.57 / 7.57 eV.

ORCA input file:
```
! RIJCOSX wB97M-V def2-TZVPD def2/J DEFGRID3
* xyz -1 1
C -0.4493 -1.6605 -0.4355
C 0.7383 1.2242 -0.7942
C 2.1980 -0.5757 0.0955
C 0.9075 0.2226 0.3670
C -0.2474 -0.6329 0.4766
N -0.7236 -2.4695 -1.2038
O -2.2472 1.9737 0.0847
O -3.0316 0.2608 -1.3617
O -3.1850 -0.1703 1.0428
O -0.6820 -0.8308 1.7503
S -2.4916 0.5273 -0.0597
H 0.6957 0.7551 -1.8931
H -0.2273 1.8040 -0.7173
H 1.4399 1.9531 -0.8198
H 2.4895 -1.3449 0.9685
H 2.3608 -1.1587 -0.8316
H 3.1411 0.0080 0.2684
H 1.0414 0.7631 1.2540
H -1.7272 -0.6486 1.8091
*
```

These are the Mulliken partial charges, in e, on atoms 1 to 6: 0.575 -1.431 -1.352 0.704 -0.308 -0.628



(12)
Below is a gas-phase ion, C5H8NOS (charge +1) at a distorted geometry, with properties calculated with ωB97M-V/def2-TZVPD.

The calculation puts the calculated total energy at -723.20781 Ha. As for the relative energy (zero: lowest compared OMol25 entry of this formula, charge and spin): 1.294 eV. The calculation puts the gap between HOMO and LUMO at 10.26 eV.

ORCA input file:
```
! RIJCOSX wB97M-V def2-TZVPD def2/J DEFGRID3
* xyz 1 1
C -0.5615 -2.1968 -1.5988
C -0.6688 -0.4101 -0.4111
C 0.6717 0.1648 1.6810
C 0.6718 1.7167 -0.3210
C -0.1475 0.7749 0.5601
N 0.1238 -1.2450 -1.0589
O -1.8710 -2.1656 -1.4152
S -2.3100 -0.8790 -0.5128
H -0.1434 -3.0153 -2.1663
H 1.4901 -0.4310 1.2891
H 0.0599 -0.4442 2.3393
H 1.0947 0.9796 2.2656
H 1.5061 1.1893 -0.7786
H 1.0660 2.5220 0.2931
H 0.0565 2.1573 -1.1031
H -1.0383 1.2821 0.9375
*
```

These are the Mulliken partial charges, in e, on atoms 1 to 6: 0.072 0.476 -1.363 -1.400 0.424 -0.342



(13)
Below is a single C5H8NP molecule at a distorted geometry, with properties calculated with ωB97M-V/def2-TZVPD.

The calculation puts the calculated total energy at -591.20944 Ha. As for the relative energy (zero: lowest compared OMol25 entry of this formula, charge and spin): 5.253 eV. The calculation puts the gap between HOMO and LUMO (spin up / spin down) at 6.95 / 6.79 eV.

ORCA input file:
```
! RIJCOSX wB97M-V def2-TZVPD def2/J DEFGRID3
* xyz 0 1
C -1.9588 0.7139 -0.1940
C -1.2367 -0.8093 1.2431
C 0.1126 0.6947 -0.6489
C 0.5579 0.9770 -1.9882
C 1.4327 -0.9661 1.3768
N -2.2319 -0.0688 0.6966
P 0.1715 -0.7473 0.2259
H -2.4575 1.5528 -0.5209
H -1.4169 -1.5028 2.1470
H 1.6706 0.9833 -2.1930
H 0.3117 1.9886 -2.3493
H 0.1410 0.2238 -2.7088
H 1.4072 -2.0633 1.7813
H 1.0826 -0.3471 2.1080
H 2.4139 -0.6294 1.0244
*
```

These are the Mulliken partial charges, in e, on atoms 1 to 6: -0.222 -0.173 0.064 -0.936 -0.887 -0.451



(14)
Below is a gas-phase ion, C5H8NS (charge +1) at a distorted geometry, with properties calculated with ωB97M-V/def2-TZVPD.

The calculation puts the calculated total energy at -647.78293 Ha. As for the relative energy (zero: lowest compared OMol25 entry of this formula, charge and spin): 5.859 eV. The calculation puts the gap between HOMO and LUMO (spin up / spin down) at 7.33 / 7.33 eV.

ORCA input file:
```
! RIJCOSX wB97M-V def2-TZVPD def2/J DEFGRID3
* xyz 1 1
C -0.7066 -1.6350 -0.4082
C -0.2891 1.8014 -0.0166
C 0.2798 -1.7553 0.6188
C 1.1460 -0.4617 -1.5667
C -0.8861 1.9757 1.2653
N 0.4726 -1.2514 -0.7467
S 0.4628 1.6322 -1.3195
H -1.6620 -1.5091 -0.8850
H 0.4398 -1.0412 1.5056
H 0.8008 -2.6212 0.7936
H 2.2796 -0.6347 -1.4894
H 0.8735 -0.6366 -2.5620
H -1.1625 0.9166 1.6308
H -1.8241 2.7047 1.2009
H -0.2244 2.5156 1.9790
*
```

These are the Mulliken partial charges, in e, on atoms 1 to 6: -0.090 0.433 -0.343 -0.698 -0.581 0.057



(15)
Below is a molecular structure, C5H8O, with properties calculated with ωB97M-V/def2-TZVPD.

The calculation puts the calculated total energy at -270.37579 Ha. As for the relative energy (zero: lowest compared OMol25 entry of this formula, charge and spin): 4.955 eV. The calculation puts the gap between HOMO and LUMO at 9.12 eV.

ORCA input file:
```
! RIJCOSX wB97M-V def2-TZVPD def2/J DEFGRID3
* xyz 0 1
O 1.8240 1.4623 -0.8987
C 1.5480 0.2998 -0.5931
C 0.9166 0.0326 1.0726
C -0.1749 -0.1065 0.2186
C -1.3605 -0.9273 -0.1009
C -1.3959 0.5983 -0.1807
H 2.2051 -0.5845 -0.5862
H 1.3195 -0.8475 1.5679
H 1.1060 0.9916 1.5434
H 0.6096 -0.2230 -1.1620
H -1.4018 -1.4746 -1.0383
H -1.8453 -1.4250 0.7363
H -1.4321 1.0464 -1.1702
H -1.9182 1.1573 0.5913
*
```

These are the Mulliken partial charges, in e, on atoms 1 to 6: -0.658 0.111 -0.648 0.277 -0.538 -0.457